(1)
Formula: C32H36F8O29
Source: OMol25
Level of theory: ωB97M-V with the def2-TZVPD basis set

The value obtained for the total energy is -4221.8725 Ha. The value obtained for the highest occupied orbital energy is -9.952 eV. As for the SMILES: CC[C@]1(CCC(=O)O)COC(=O)O1.O=C1OC[C@@H](F)O1.O=C1OC[C@@H](F)O1.O=C1OC[C@@H](F)O1.O=C1OC[C@@H](F)O1.O=C1OC[C@@H](F)O1.O=C1OC[C@@H](F)O1.O=C1OC[C@@H](F)O1.O=C1OC[C@@H](F)O1. For the HOMO-LUMO gap, the calculation gives 10.1 eV.

Last column: Löwdin charge in e.
Cartesian coordinates (Å):
F (-4.8465, -1.8871, 4.4397)  0.081
F (-0.5107, 3.7557, 4.3612)  0.083
F (3.9688, 9.2156, 3.2821)  0.069
F (-2.3148, -7.6515, -4.3297)  0.078
F (5.2840, 6.7567, 5.4812)  0.058
F (5.6384, 0.1846, -0.5357)  0.083
F (-5.1716, -4.2870, -7.1183)  0.082
F (-3.9115, 2.2380, -5.0637)  0.074
O (-2.3066, 3.4037, -4.0055)  0.142
O (-3.0053, -3.7115, -6.9761)  0.136
O (5.1648, 8.4817, 8.4418)  0.078
O (-1.5060, 2.0683, 3.2582)  0.150
O (-1.5371, -3.5369, 2.0030)  0.145
O (0.2586, 1.3347, 2.0647)  0.079
O (-3.2335, -2.3808, 2.9551)  0.138
O (-1.3933, -7.1864, -2.3341)  0.113
O (-0.6496, 3.8270, -2.5244)  0.175
O (2.6221, 7.4140, 3.3088)  0.140
O (2.1259, -1.3713, -2.2667)  -0.030
O (-1.7913, 0.4701, 1.6783)  0.138
O (-3.1494, -3.6021, -1.8995)  0.035
O (-1.0957, -2.5955, -7.4516)  0.172
O (4.9530, 6.3713, 7.6720)  0.145
O (-3.0968, -1.7293, -8.0521)  0.074
O (4.6426, 3.7488, 1.8992)  0.161
O (-2.6086, -8.5891, -1.0479)  0.077
O (3.3064, 2.3559, 0.7207)  0.071
O (3.3780, 6.3779, 1.4543)  0.072
O (-1.1907, -7.1184, -0.0744)  0.161
O (-2.6516, -1.7830, -3.2506)  0.014
O (4.9782, 6.7628, 9.8996)  0.177
O (5.5118, 1.9176, 0.8910)  0.142
O (1.3439, -1.5469, -0.1812)  -0.051
O (-1.2215, 1.6934, -3.0114)  0.060
O (3.4811, -2.5928, -0.6580)  0.135
O (1.5593, 5.5771, 2.5208)  0.167
O (-2.9204, -4.5510, 3.4787)  0.090
C (2.4849, -1.9277, -0.9756)  -0.405
C (-2.2850, 1.1357, -3.7712)  -0.085
C (4.6838, 7.2460, 6.5970)  -0.316
C (5.0297, 7.1667, 8.7769)  -0.529
C (4.8763, 0.7375, 0.4366)  -0.318
C (-4.4131, -2.8413, 3.5824)  -0.320
C (0.2825, -4.7850, -1.3577)  -0.094
C (0.7459, -1.8983, -2.4066)  -0.061
C (3.9357, 7.8750, 3.0671)  -0.327
C (0.7130, 2.4169, 2.8666)  -0.067
C (-2.4555, -1.6109, -0.6196)  -0.060
C (-2.4758, -3.4929, 2.7460)  -0.498
C (-4.3365, -3.2438, -6.9010)  -0.328
C (-2.5949, 2.2316, -4.7403)  -0.319
C (-2.7586, -2.3998, -1.9682)  -0.362
C (-3.9537, -4.0584, 4.3199)  -0.065
C (-1.0791, 1.2247, 2.2781)  -0.507
C (-1.8909, -8.2104, -3.1708)  -0.320
C (5.3194, 8.5286, 7.0308)  -0.067
C (-3.0404, -8.7634, -2.3895)  -0.069
C (0.1077, -3.5953, -0.2957)  -0.117
C (3.5801, 1.2392, -0.1158)  -0.051
C (2.4365, 6.3841, 2.4353)  -0.519
C (-4.4173, -2.2511, -8.0160)  -0.067
C (4.5018, 2.7661, 1.2300)  -0.524
C (4.1505, 7.5576, 1.6219)  -0.058
C (-1.3304, 3.0481, -3.1225)  -0.528
C (0.1802, -2.1136, -0.9223)  -0.296
C (-2.2876, -2.6731, -7.4920)  -0.537
C (-0.3334, 2.4849, 3.9324)  -0.316
C (-1.6861, -7.5851, -1.0602)  -0.517
C (-0.9634, -1.0425, -0.4887)  -0.080
H (4.7692, 0.0345, 1.2677)  0.180
H (0.2643, -1.0773, -3.0580)  0.136
H (-3.5396, -3.8235, 5.3045)  0.149
H (-4.7475, -4.7970, 4.4405)  0.144
H (-2.4560, -2.4867, -3.9196)  0.125
H (-0.7603, -0.8369, 0.6392)  0.114
H (3.6034, 7.3111, 6.4378)  0.181
H (5.2002, 7.3768, 1.3864)  0.147
H (3.6653, 1.5748, -1.1531)  0.157
H (2.7837, 0.4960, -0.0521)  0.125
H (-3.9662, -8.2035, -2.5490)  0.148
H (1.2088, -4.6683, -2.0276)  0.084
H (4.6307, 7.3745, 3.7450)  0.148
H (-0.1485, 1.8285, 4.7880)  0.175
H (-4.6516, -2.7157, -8.9778)  0.149
H (-1.9726, 0.2175, -4.2673)  0.120
H (-3.1242, 0.9084, -3.1083)  0.144
H (-5.1795, -3.0355, 2.8264)  0.178
H (4.8217, 9.4037, 6.6100)  0.145
H (-3.1539, -0.6885, -0.6062)  0.139
H (-0.8016, -0.0246, -1.0061)  0.133
H (6.3837, 8.5764, 6.7832)  0.150
H (3.7709, 8.3386, 0.9566)  0.148
H (-5.1458, -1.4629, -7.8207)  0.145
H (-0.6913, -4.9078, -1.9470)  0.068
H (-2.6558, -2.2896, 0.2716)  0.105
H (-1.0973, -8.9345, -3.3773)  0.177
H (-4.5217, -2.8205, -5.9091)  0.172
H (0.4421, -5.7603, -0.7668)  0.075
H (0.9572, -3.7258, 0.4761)  0.141
H (-3.2249, -9.8161, -2.6083)  0.143
H (0.7578, 3.3246, 2.2594)  0.131
H (0.8980, -2.7920, -3.0967)  0.130
H (-1.9901, 2.2110, -5.6517)  0.178
H (1.7066, 2.2163, 3.2696)  0.145
H (-0.8655, -3.7100, 0.3040)  0.084

(2)
Formula: C32H36N10O6
Source: OMol25
Level of theory: ωB97M-V with the def2-TZVPD basis set

The spin multiplicity is 2. Its net charge is -1. The value obtained for the total energy is -2239.6393 Ha. The value obtained for the highest occupied orbital energy (spin up / spin down) is -2.158 / -6.170 eV. Its expectation value of S² is 0.767. For the HOMO-LUMO gap (spin up / spin down), the calculation gives 3.5 / 7.5 eV.

Last column: Löwdin spin population.
Cartesian coordinates (Å):
O (-1.4113, 0.2687, 2.3410)  0.180
O (-0.0878, 1.5750, -2.8599)  0.000
O (3.6601, 1.1159, 3.4115)  0.001
O (0.6369, 3.2833, -3.9505)  0.001
O (3.9385, 3.1322, 4.0301)  0.000
O (0.2197, -0.7588, 3.2258)  0.208
N (0.7307, -4.5057, -3.8716)  0.000
N (-3.0602, 4.7618, -0.8481)  0.000
N (-0.2450, 2.5594, -3.5421)  0.001
N (3.5717, 2.3208, 3.2260)  0.000
N (-3.1618, -3.0595, 6.8427)  0.000
N (-0.4157, -0.4023, 2.2817)  0.263
N (-1.3010, -0.1456, -6.3890)  0.000
N (-2.3819, 4.2766, 3.9028)  0.000
N (6.2885, -5.4435, 1.1400)  0.000
N (3.2106, -3.9397, 3.7911)  0.000
C (-4.0261, 2.5990, -3.9013)  0.000
C (-3.0243, 3.7878, -0.2171)  0.000
C (-2.7273, 2.2860, -3.4516)  0.000
C (-1.7611, 4.0241, -4.7978)  0.000
C (-3.0830, -2.2325, 6.0326)  0.001
C (3.7396, -5.3915, 0.7303)  0.000
C (0.1147, -0.8957, 0.9634)  0.049
C (-3.0766, 4.4333, -5.1574)  0.000
C (1.4743, -6.9493, -4.4224)  0.000
C (1.7200, 4.4397, 0.6262)  0.000
C (-4.1697, 3.6124, -4.8208)  0.000
C (-3.0540, -1.1809, 4.9572)  0.003
C (1.6668, 2.1785, -0.0189)  0.002
C (2.4426, 1.8572, 1.0987)  0.001
C (1.6159, -2.5212, 5.3093)  0.002
C (-1.5639, -0.9019, -5.5900)  0.000
C (-1.3045, 3.7889, 4.0627)  0.001
C (2.5488, -3.3035, 4.4495)  0.001
C (2.8207, 2.7961, 2.0408)  0.000
C (5.1667, -5.3929, 1.0043)  0.000
C (-1.6188, 2.9504, -3.9017)  0.000
C (2.4525, 4.0957, 1.7707)  0.000
C (1.0245, -1.9406, -1.4793)  0.104
C (1.6611, -2.3154, -0.3130)  0.008
C (-1.8176, -1.8954, -4.4913)  0.000
C (-2.9059, 2.5335, 0.5288)  0.001
C (-0.4220, -0.4773, -0.2212)  0.070
C (1.2263, -1.8358, 0.8753)  0.078
C (0.0410, 3.2598, 4.1902)  0.002
C (-0.0259, -0.9913, -1.4716)  -0.003
C (1.0970, -5.5725, -4.1141)  0.000
C (1.2543, 3.4573, -0.2784)  0.000
H (-3.0199, 5.2312, -5.8831)  0.000
H (0.5756, -2.7539, 5.0819)  0.001
H (-0.9267, 4.6070, -5.1589)  0.000
H (2.6774, 0.8102, 1.2216)  0.001
H (-2.7538, 2.6653, 1.6000)  0.000
H (1.3254, -7.2082, -5.4707)  0.000
H (-0.9711, -2.5510, -4.2868)  0.000
H (1.6959, -2.4204, 1.6525)  0.008
H (1.7680, -1.4497, 5.1796)  0.000
H (-0.5936, -0.7105, -2.3464)  -0.002
H (3.2295, -4.6053, 1.2869)  0.000
H (0.9640, -7.6907, -3.8075)  0.000
H (0.7182, 4.0143, 3.7897)  0.000
H (3.5906, -5.1577, -0.3239)  0.000
H (1.7326, -2.7248, 6.3738)  0.000
H (0.2654, 3.1482, 5.2510)  0.000
H (-2.1700, -1.3795, -3.5981)  0.000
H (-1.2800, 0.1777, -0.2564)  0.008
H (-2.6835, -2.5130, -4.7300)  0.000
H (-2.5121, 1.4335, -2.8245)  0.000
H (0.7002, 3.6451, -1.1862)  0.000
H (2.6571, 4.7739, 2.5860)  0.000
H (1.3071, 1.4300, -0.7094)  0.001
H (-5.1350, 3.9092, -5.2036)  0.000
H (-3.8214, 1.9789, 0.3233)  0.000
H (-3.9940, -1.3634, 4.4364)  0.000
H (3.3028, -6.3461, 1.0236)  0.000
H (-2.2166, -1.3341, 4.2765)  0.001
H (0.1055, 2.3202, 3.6415)  0.001
H (-2.9564, -0.1311, 5.2340)  0.000
H (2.5070, -7.1300, -4.1239)  0.000
H (-4.8601, 2.0139, -3.5429)  0.000
H (2.5054, -2.9803, -0.4196)  -0.002
H (-2.0811, 1.9098, 0.1841)  0.001
H (1.2389, -2.4206, -2.4227)  0.008
H (1.4305, 5.4613, 0.4291)  0.000

(3)
Formula: C32H37Cl44F3N5O4
Source: OMol25
Level of theory: ωB97M-V with the def2-TZVPD basis set

Its net charge is +1. The value obtained for the total energy is -22363.9172 Ha. The value obtained for the highest occupied orbital energy is -11.971 eV. As for the energy above the lowest of the compared OMol25 structures with the same formula, charge and spin: 0.0 kcal/mol. For the HOMO-LUMO gap, the calculation gives 8.6 eV.

Last column: Löwdin charge in e.
Cartesian coordinates (Å):
Cl (4.3207, -3.6496, -5.8066)  0.534
Cl (3.3694, -12.0048, 2.5126)  0.537
Cl (4.0106, -9.9440, 0.5948)  0.533
Cl (4.5310, 4.8667, -5.3046)  0.533
Cl (4.8690, -10.3358, 6.0419)  0.499
Cl (7.1816, 2.0853, 0.5158)  0.535
Cl (5.6777, -10.3279, 2.9210)  0.492
Cl (-7.3107, 5.2166, 0.2312)  0.547
Cl (4.3932, -8.5337, 8.2406)  0.521
Cl (10.3977, 1.7949, 3.3802)  0.524
Cl (3.7718, -1.0063, -6.8279)  0.521
Cl (0.8112, -5.3424, 2.8285)  0.540
Cl (3.0238, -9.2256, 3.2091)  0.483
Cl (-9.4702, -0.4094, 0.0099)  0.589
Cl (5.9086, 0.6148, -1.5980)  0.557
Cl (6.2910, -10.6901, 8.5344)  0.539
Cl (2.3895, -3.8797, 4.7514)  0.540
Cl (8.0283, 0.1583, 3.2803)  0.466
Cl (-5.9725, 9.8537, 1.4477)  0.502
Cl (5.4368, -1.3384, -4.4948)  0.535
Cl (-6.8346, 7.5779, -1.3460)  0.539
Cl (7.1338, -4.2918, 3.3821)  0.520
Cl (4.4312, 1.2667, 0.7953)  0.549
Cl (6.6888, -7.1106, 3.8018)  0.468
Cl (-4.7001, 5.6921, -0.9149)  0.545
Cl (3.5912, -5.9900, 3.1985)  0.490
Cl (-6.9115, 4.9872, -2.6162)  0.551
Cl (1.7921, 5.6740, -4.9109)  0.527
Cl (6.8997, -8.4531, 6.8159)  0.501
Cl (8.6876, -5.7210, 5.3510)  0.536
Cl (6.5178, -0.7307, 0.8707)  0.500
Cl (-12.2315, 0.2723, -0.4496)  0.543
Cl (6.4147, -2.1365, -7.0884)  0.549
Cl (3.3407, 6.8275, -7.0552)  0.546
Cl (-7.0598, 10.9586, -0.9937)  0.499
Cl (-5.6784, 12.6648, 0.8753)  0.538
Cl (-10.7809, 1.5170, 1.7121)  0.525
Cl (-8.2699, 11.5948, 1.5462)  0.536
Cl (2.5069, 4.0685, -7.1985)  0.525
Cl (1.6882, -6.6295, 5.2640)  0.532
Cl (-11.5018, -1.2729, 1.8741)  0.541
Cl (9.9424, -0.1986, 5.4167)  0.528
Cl (8.3026, 2.1753, 5.3273)  0.522
Cl (5.8859, -5.1943, 5.8162)  0.504
F (-6.1968, -2.5907, -0.7636)  0.187
F (-6.7891, 1.2930, 0.3325)  0.135
F (-1.4016, 0.4264, -0.9715)  0.034
O (3.0647, -1.1433, -1.2791)  0.061
O (-7.2582, -0.7806, -1.4117)  0.057
O (-5.6338, 0.5655, 2.0694)  0.203
O (2.8926, 0.7847, -2.3461)  -0.073
N (-4.2561, -0.2654, -0.6428)  0.076
N (-4.4379, 1.9759, -1.3225)  0.223
N (-4.8543, 0.6756, -3.3107)  0.060
N (-5.4320, -0.6316, 0.0985)  0.103
N (-2.9921, 1.2304, 0.4257)  0.096
C (-11.0023, 0.0253, 0.7892)  -2.038
C (-2.4942, 2.5462, 0.8349)  -0.083
C (-3.2440, -2.1871, 0.6750)  -0.004
C (0.7662, -1.9056, 1.5926)  -0.248
C (-5.9742, 0.4238, 0.9154)  -0.437
C (-3.0384, -0.9895, -0.2093)  -0.185
C (4.9910, -2.0358, -6.0557)  -2.051
C (0.5611, 2.1234, -2.6391)  -0.206
C (-1.0910, -0.1747, 1.3307)  -0.065
C (0.3146, -0.6277, 0.8715)  -0.173
C (-3.8998, 1.1014, -0.5455)  -0.269
C (7.0995, -5.5817, 4.5907)  -2.049
C (2.1210, -5.4632, 4.0097)  -2.032
C (0.6579, 3.0154, -0.2221)  -0.173
C (2.2814, -2.1019, 1.4163)  -0.101
C (-6.3692, -1.2852, -0.7591)  -0.442
C (1.5244, -1.1771, -3.0718)  0.033
C (-2.0573, 0.1287, 0.2328)  -0.343
C (5.6155, -9.5075, 7.4108)  -2.035
C (9.1679, 0.9801, 4.3531)  -2.046
C (-6.7455, 11.2701, 0.7217)  -2.056
C (-0.4653, 3.9688, 0.2164)  -0.179
C (-1.8217, 3.4253, -0.2395)  -0.175
C (3.0460, 5.3630, -6.1214)  -2.057
C (6.0151, 0.8132, 0.1523)  -2.007
C (4.0193, -10.3755, 2.3085)  -2.041
C (1.4035, 2.0329, -3.8993)  -0.155
C (2.7365, 1.2935, -3.6768)  -0.174
C (-6.4489, 5.8765, -1.1597)  -2.039
C (1.0675, 3.2140, -1.6930)  -0.162
C (2.5511, -0.5211, -2.1823)  -0.524
C (-5.4199, 1.6170, -2.4007)  -0.203
H (0.3059, 2.0034, -0.0457)  0.081
H (1.8049, -1.1413, -4.1193)  0.072
H (1.5213, 3.2140, 0.4035)  0.108
H (0.6613, 4.1646, -2.0227)  0.104
H (-0.4658, 4.1909, 1.2787)  0.115
H (-2.3318, -2.7670, 0.6845)  0.092
H (2.9156, 0.5226, -4.4103)  0.065
H (-1.4754, -0.9275, 2.0037)  0.112
H (3.5398, 2.0056, -3.8222)  0.114
H (0.3924, -0.8240, -0.1909)  0.104
H (-4.0166, -2.8363, 0.2858)  0.077
H (2.6864, -2.5375, 2.3191)  0.025
H (-0.9543, 0.7040, 1.9481)  0.116
H (-4.5425, 1.1021, -4.1654)  0.086
H (-2.4629, 4.2915, -0.3623)  0.047
H (1.4729, -2.2195, -2.8093)  0.094
H (2.5042, -2.7470, 0.5799)  0.071
H (-4.2079, 2.9586, -1.2296)  0.110
H (0.4728, -1.8956, 2.6356)  0.100
H (0.2836, -2.7165, 1.0549)  0.089
H (-5.4619, -0.1035, -3.4979)  0.081
H (-1.7398, 2.9635, -1.2163)  0.100
H (0.5667, 1.1695, -2.1315)  0.069
H (0.8310, 1.5327, -4.6758)  0.113
H (-5.6169, 2.5317, -2.9478)  0.084
H (1.0183, 0.1549, 1.1239)  0.103
H (1.6134, 3.0192, -4.2908)  0.046
H (-0.3107, 4.9111, -0.2996)  0.108
H (-6.3508, 1.2962, -1.9597)  0.101
H (-3.5285, -1.9243, 1.6861)  0.096
H (-1.8154, 2.4555, 1.6682)  0.117
H (-3.3493, 3.0903, 1.2219)  0.133
H (2.7605, -1.1496, 1.2329)  0.029
H (-0.4696, 2.3268, -2.9179)  0.106
H (-2.5816, -1.3600, -1.1225)  0.159
H (0.5547, -0.7014, -2.9978)  0.080
H (2.1494, 3.2351, -1.7322)  0.114

| no. | maximum force (eV/A) |
| --- | --- |
| 1 | 5.09 |
| 2 | 8.38 |
| 3 | 3.63 |